The ion C5H12N3S with charge +1, computed with the ωB97M-V functional and the def2-TZVPD basis.

CARTESIAN COORDINATES (ANGSTROEM)
H  3.098  -1.092  -0.116
H  -2.350  1.826  -0.018
H  -1.734  1.244  -1.602
H  -2.322  -1.083  1.777
H  -1.182  -2.242  -0.154
H  1.007  -1.642  -0.249
C  3.434  -0.156  0.188
C  -0.914  -1.139  -0.570
H  -3.017  -0.377  -0.597
C  0.994  0.457  0.021
H  3.858  0.052  1.070
N  -2.187  -0.139  1.285
H  3.955  0.381  -0.618
N  0.440  -0.786  -0.195
H  -1.091  -1.215  -1.665
H  2.422  1.799  0.454
C  -1.682  1.197  -0.562
N  2.237  0.721  0.406
H  -2.889  0.516  1.521
S  0.022  1.889  -0.247
C  -2.099  -0.210  -0.130

Summary:
Total charge: +1
Frontier orbital gap in eV: 10.179
ΔE to the lowest compared entry with this formula, charge and spin in kJ/mol: 115.4
Energy in Ha: -759.88987

These are the Löwdin partial charges, in e, on atoms 1 to 5: number 1, H, carries 0.068; number 2, H, carries 0.076; number 3, H, carries 0.058; number 4, H, carries 0.135; number 5, H, carries 0.178